Entry 1:
Density functional theory data (ωB97M-V/def2-TZVPD) for 7 unconnected molecules or ions with the total composition H14O7 in a non-equilibrium geometry.

The SMILES is O.O.O.O.O.O.O. For the LUMO energy, the calculation gives 0.014 Eh. As for the HOMO energy: -10.96 eV.

XYZ file:
```
21
Properties=species:S:1:pos:R:3:lowdin_charge:R:1
O 1.80711 1.72394 -0.01947 -0.130
O -1.94347 -2.03309 0.24286 -0.061
O -0.75196 1.39375 1.48296 -0.073
O -1.89670 0.35455 -0.71581 -0.081
O 0.04855 -1.19666 1.56478 -0.091
O 1.99111 -0.83887 -0.39214 -0.144
O 0.57857 0.56891 -2.23023 -0.096
H -1.28090 1.27030 0.65565 0.025
H 0.91082 -1.26389 1.11585 0.024
H -2.06017 -0.56277 -0.35527 0.014
H -2.60345 -2.26217 0.90178 0.067
H -1.08096 -1.90696 0.69543 -0.004
H -2.66220 0.68486 -1.18544 0.068
H 0.84739 1.36400 -1.66867 0.058
H 0.08205 1.68876 1.09817 0.010
H 2.59476 -1.62459 -0.61116 0.113
H -0.20773 -0.21971 1.63547 0.036
H 1.48007 -0.52490 -1.23707 0.061
H 2.40925 2.27135 0.62775 0.128
H -0.32202 0.30975 -1.88946 0.041
H 2.05989 0.80343 0.28402 0.034
```

Entry 2:
Density functional theory data (ωB97M-V/def2-TZVPD) for a molecular structure, H14O7 in a non-equilibrium geometry.

For the LUMO energy, the calculation gives -0.019 Eh. As for the HOMO energy: -9.34 eV.

XYZ file:
```
21
Properties=species:S:1:pos:R:3:lowdin_charge:R:1
O -6.40729 -7.22840 -10.99457 -0.087
O -7.04133 -11.71282 -11.62911 0.057
O -8.98600 -11.60400 -10.37257 -0.068
O -4.63419 -8.81676 -12.09969 0.096
O -6.09632 -7.71167 -13.05559 -0.042
O -7.32166 -10.47034 -9.11699 -0.057
O -6.20403 -9.86271 -10.87519 -0.045
H -8.43182 -10.82416 -10.40357 -0.010
H -5.99704 -7.64031 -14.00495 0.078
H -9.76241 -11.36700 -10.87978 0.042
H -3.90340 -8.67619 -11.49769 0.164
H -7.84350 -11.66590 -12.14926 0.103
H -6.00359 -7.06156 -11.84628 -0.067
H -6.68077 -10.64200 -11.16094 -0.127
H -6.84890 -10.21366 -9.90872 -0.166
H -7.78337 -9.67707 -8.84536 0.057
H -6.51882 -12.39264 -12.05461 0.118
H -5.33803 -8.22275 -12.77273 -0.192
H -4.21955 -9.05251 -12.92959 0.151
H -5.52588 -9.73926 -11.53935 -0.007
H -6.83938 -8.07651 -11.09582 0.003
```

Entry 3:
Density functional theory data (ωB97M-V/def2-TZVPD) for 7 unconnected molecules or ions with the total composition H14O7 in a non-equilibrium geometry.

The SMILES is O.O.O.O.O.O.O. For the LUMO energy, the calculation gives -0.011 Eh. As for the HOMO energy: -11.33 eV.

XYZ file:
```
21
Properties=species:S:1:pos:R:3:lowdin_charge:R:1
O -2.92470 -1.94205 -1.36989 -0.041
O 4.79492 0.71660 -0.17300 -0.102
O 1.33166 -2.55274 2.32525 -0.049
O 0.01422 4.40922 2.25877 -0.077
O -2.81912 -0.85468 1.97880 -0.088
O -0.48482 1.06230 0.35110 -0.088
O 0.24096 -0.82912 -5.32495 -0.031
H 0.09837 3.50196 1.96184 0.009
H -1.09802 0.33086 0.29308 -0.011
H 1.50065 -3.27347 1.70722 0.040
H 0.94457 4.75145 2.21935 0.057
H -0.00120 -0.58508 -4.40103 0.052
H 3.78394 0.68018 -0.01657 0.076
H 0.42546 0.01759 -5.59712 -0.021
H 0.70385 -1.99460 1.88868 0.008
H -2.37637 -1.02154 2.81767 0.028
H -3.75848 -0.94008 2.36434 0.085
H -3.51485 -1.24283 -1.33736 -0.016
H -0.48953 1.22054 -0.66605 0.086
H -2.45364 -1.71259 -2.21336 0.059
H 5.01017 0.19147 0.61069 0.025
```

Question: What is the formula in the second record?
Answer: H14O7